# C60H120O15

15 unconnected molecules or ions with the total composition C60H120O15 (ωB97M-V/def2-TZVPD, OMol25).

Geometry as XYZ:
```
195
Properties=species:S:1:pos:R:3
O -8.191 -7.770 -2.794
O -3.877 -9.732 -0.160
O -3.179 -4.864 7.384
O -8.930 -2.416 8.238
O -6.814 -2.757 0.052
O -11.266 -4.664 -6.547
O -2.618 -2.653 -0.964
O -7.362 5.722 3.232
O -7.277 5.556 -1.521
O -11.999 5.164 1.201
O -10.235 -0.824 -4.485
O -8.702 -4.273 4.279
O -11.658 -0.150 1.617
O -12.485 -6.939 -1.129
O -4.542 0.806 2.964
C -9.645 0.312 -5.032
C -10.898 -0.713 -3.223
C -7.939 -2.007 -0.300
C -8.871 -5.630 4.097
C -3.175 -2.057 -2.148
C -9.903 -3.700 -8.229
C -9.993 -6.013 5.174
C -11.945 -6.755 0.145
C -4.628 -4.528 7.388
C -7.844 3.585 2.509
C -7.756 -2.916 10.068
C -13.180 3.573 -0.023
C -11.655 -5.191 0.163
C -8.020 -1.028 0.869
C -4.012 -5.345 5.173
C -8.537 -8.191 -1.393
C -2.994 -8.854 -0.885
C -11.094 -4.722 -7.970
C -4.238 -9.037 1.055
C -11.622 -4.732 -1.321
C -10.214 -4.778 6.046
C -3.019 -4.045 -0.686
C -7.397 6.967 -1.424
C -4.000 -1.289 3.762
C -3.863 -4.393 -1.995
C -8.471 4.961 2.813
C -6.410 4.863 3.879
C -6.803 -3.033 1.415
C -2.896 -8.250 1.434
C -4.284 -3.025 -2.485
C -9.052 -3.243 9.356
C -8.920 7.188 -1.195
C -8.965 -3.884 5.665
C -10.478 -3.683 -5.858
C -7.701 -1.397 9.795
C -11.893 -1.474 1.313
C -6.818 3.432 3.641
C -11.081 0.074 2.885
C -11.774 -6.072 -2.034
C -5.043 -4.463 5.929
C -9.271 -3.465 -6.826
C -7.943 -5.809 -1.548
C -12.672 2.942 1.193
C -13.100 5.032 0.263
C -9.493 5.776 -1.249
C -2.783 -5.405 6.058
C -2.063 -8.271 0.190
C -8.326 -1.184 8.453
C -3.097 -0.904 2.500
C -8.457 4.926 -1.977
C -10.737 0.829 -2.970
C -7.815 -7.051 -0.662
C -7.903 -6.393 -2.923
C -12.097 4.065 2.078
C -7.653 -1.918 2.070
C -3.954 0.154 1.808
C -9.513 1.240 -3.791
C -12.280 -2.006 2.705
C -4.587 0.046 4.147
C -11.284 -1.330 3.561
H -5.012 -8.326 0.768
H -5.925 2.955 3.237
H -1.970 -4.872 5.565
H -3.614 -4.078 0.227
H -7.295 3.742 1.580
H -9.181 -4.192 -8.881
H -13.375 2.233 1.630
H -3.818 -5.132 4.122
H -2.537 -9.570 -1.567
H -4.525 -9.724 1.852
H -8.907 -5.317 -1.416
H -6.867 -6.239 -3.227
H -9.150 -0.473 8.515
H -10.355 -2.748 -8.508
H -3.416 -1.787 4.535
H -12.660 4.256 2.992
H -5.361 4.893 3.582
H -6.618 5.036 4.935
H -10.018 0.307 2.837
H -12.330 -4.697 0.861
H -8.548 -2.405 2.456
H -9.616 -6.938 5.610
H -10.387 -1.334 -2.488
H -8.539 2.764 2.332
H -13.057 5.725 -0.578
H -2.217 -0.402 2.902
H -9.238 -2.829 5.689
H -9.020 -4.312 9.142
H -12.558 -4.196 -1.482
H -10.373 -1.926 3.607
H -10.551 1.151 -1.945
H -9.899 -4.070 -5.020
H -13.260 -1.720 3.086
H -7.578 -1.163 7.660
H -6.876 -3.216 9.499
H -11.018 -1.974 0.900
H -8.368 -9.244 -1.170
H -10.804 -5.707 -8.334
H -8.442 -4.142 -6.617
H -9.582 2.312 -3.976
H -4.928 -3.443 5.561
H -3.392 -4.958 -2.800
H -8.467 4.897 -3.067
H -12.247 -3.093 2.770
H -4.902 -1.885 3.622
H -8.630 -5.992 -3.630
H -8.533 1.017 -3.371
H -6.801 -7.361 -0.409
H -10.745 -4.180 -1.660
H -2.441 -1.977 -2.949
H -4.481 -3.021 -3.557
H -8.833 5.441 1.903
H -14.224 3.261 -0.034
H -4.771 -4.948 -1.760
H -11.966 -0.932 -3.240
H -5.643 -0.083 4.384
H -8.832 -2.468 -6.789
H -9.310 7.751 -2.043
H -11.059 -2.766 -5.755
H -6.095 -4.736 5.848
H -7.114 -1.454 2.896
H -6.647 -1.123 9.848
H -12.005 -4.329 -8.423
H -4.061 0.528 4.972
H -2.955 -7.234 1.824
H -1.685 -7.317 -0.177
H -11.798 -1.292 4.521
H -12.469 -5.894 -2.855
H -3.499 -8.038 -1.403
H -9.243 7.644 -0.259
H -8.412 3.900 -1.612
H -6.919 7.430 -0.561
H -12.659 -1.551 0.541
H -4.827 -3.526 7.769
H -2.530 -6.457 6.193
H -4.336 -6.382 5.090
H -7.130 7.444 -2.367
H -11.792 2.358 0.923
H -8.698 0.057 -5.508
H -9.934 -3.044 9.964
H -8.799 -2.623 -0.563
H -10.264 -4.995 7.113
H -5.804 -2.904 1.832
H -11.203 -4.404 5.781
H -9.538 5.460 -0.206
H -7.622 -3.079 11.137
H -1.186 -8.916 0.238
H -7.250 2.954 4.520
H -8.164 -4.000 6.395
H -5.218 -2.691 -2.032
H -2.606 -1.671 1.901
H -9.224 -5.960 3.120
H -7.030 -4.054 1.722
H -10.668 -5.240 0.624
H -12.560 -7.123 0.966
H -10.830 -6.543 -2.308
H -10.504 5.822 -1.654
H -9.614 -8.023 -1.417
H -11.555 0.865 3.466
H -11.122 3.715 2.418
H -3.303 0.847 1.277
H -9.247 4.964 3.579
H -11.644 1.396 -3.181
H -7.065 -5.185 -1.386
H -3.610 -1.099 -1.864
H -10.962 -7.224 0.194
H -10.884 -6.310 4.620
H -2.213 -4.701 -0.357
H -7.203 -0.311 0.789
H -10.311 0.768 -5.765
H -7.639 -1.409 -1.162
H -8.890 -0.373 0.904
H -8.301 -0.950 10.588
H -4.637 -0.322 1.104
H -2.413 -8.775 2.259
H -12.523 3.246 -0.830
H -13.928 5.459 0.828
H -8.237 -6.892 0.331
H -5.137 -5.289 7.980
H -7.915 -6.058 4.400
```

E_LUMO, eV: 0.34
Energy above the lowest of the compared OMol25 structures with the same formula, charge and spin, kcal/mol: 157.66

***

# C35H27B2Br4CaN13O2SSe

A molecular structure, C35H27B2Br4CaN13O2SSe (ωB97M-V/def2-TZVPD, OMol25).

Geometry as XYZ:
```
86
Properties=species:S:1:pos:R:3
Br -0.411 4.767 -2.613
Br -4.036 1.422 -5.566
Br -2.674 4.409 -5.053
Br -3.147 -1.126 -3.586
Se 3.354 -2.896 7.413
Ca -0.053 0.328 0.353
S -0.561 -3.363 -1.374
O -1.200 -0.205 -1.472
O 0.015 2.169 -1.155
N 1.945 -0.266 -1.117
N 1.812 1.680 1.407
N -3.219 1.647 1.584
N 1.430 -1.642 1.648
N -0.057 0.037 3.144
N -1.939 -1.365 1.455
N 2.075 -1.671 7.115
N 3.537 -3.273 5.666
N 3.218 0.155 -0.954
N -3.013 -0.884 2.112
N 3.134 1.658 1.158
N -2.029 1.884 0.998
N -0.699 -3.656 -3.950
C 1.623 -1.667 2.968
C -2.465 -2.771 3.136
C 3.246 -3.430 2.769
C 1.878 -1.625 5.830
C 2.763 3.482 2.356
C 0.704 -5.275 -2.960
C -2.416 0.621 -3.322
C -2.924 3.842 1.639
C -2.772 1.692 -4.172
C 1.580 2.774 2.124
C 0.063 0.079 5.923
C 2.963 -0.244 -3.118
C 2.695 -2.519 5.020
C -3.344 -1.705 3.123
C 3.844 0.176 -2.141
C -1.845 3.202 1.018
C -1.260 3.092 -2.925
C 2.533 -2.541 3.572
C -1.522 0.747 -2.262
C 0.904 -0.753 5.187
C 1.780 -0.495 -2.414
C 0.913 -5.807 -4.191
C -0.501 -4.176 -5.175
C -0.861 0.814 3.854
C -0.841 0.864 5.248
C 3.725 2.725 1.711
C 0.799 -0.753 3.792
C -2.201 2.925 -3.963
C -3.773 2.804 1.978
C 2.113 -2.494 0.897
C -0.868 2.055 -2.071
C 0.298 -5.262 -5.349
C -0.159 -4.143 -2.767
C -1.612 -2.500 2.058
C 3.023 -3.415 1.415
B -3.928 0.258 1.572
B 3.873 0.497 0.413
H 1.568 -6.665 -4.293
H 3.951 -4.111 3.228
H 4.870 0.502 -2.199
H 0.457 -5.675 -6.333
H -1.010 -3.667 -5.982
H 1.931 -2.431 -0.167
H 0.571 3.019 2.419
H 1.172 -5.683 -2.076
H -3.073 4.897 1.788
H 0.808 -0.811 -2.760
H -2.450 -3.614 3.806
H 4.786 2.869 1.598
H 3.920 -0.478 1.134
H -1.301 -2.839 -3.830
H -0.960 3.605 0.547
H 2.892 4.409 2.888
H 0.133 0.085 7.003
H -4.855 0.351 2.357
H 3.546 -4.081 0.743
H -1.527 1.518 5.769
H 4.989 0.909 0.169
H 3.132 -0.313 -4.179
H -4.746 2.798 2.442
H -1.551 1.426 3.289
H -4.287 -0.013 0.455
H -0.781 -3.081 1.688
H -4.199 -1.477 3.738
```

E_LUMO, eV: 2.98
Energy above the lowest of the compared OMol25 structures with the same formula, charge and spin, kcal/mol: 28.82
Total charge: -2

***

# C8H13FOSi2

A molecular structure, C8H13FOSi2 (ωB97M-V/def2-TZVPD, OMol25).

Geometry as XYZ:
```
25
Properties=species:S:1:pos:R:3
Si 0.212 -1.303 0.001
Si -0.213 0.287 1.604
F 0.015 -0.161 3.145
O -1.851 0.894 1.463
C 1.989 -1.961 0.252
C 0.030 -0.462 -1.701
C -0.876 4.233 0.550
C -1.578 2.251 1.286
C 0.255 3.609 0.953
C -1.042 -2.745 0.129
C -2.061 3.410 0.719
C -0.130 2.334 1.605
H 0.745 0.347 -1.829
H 2.696 -1.446 -0.391
H -1.454 -2.835 1.129
H 0.171 -1.160 -2.521
H -0.916 5.224 0.134
H -3.050 3.638 0.380
H -1.878 -2.591 -0.548
H -0.964 -0.036 -1.798
H -0.583 -3.697 -0.127
H 2.047 -3.018 0.012
H 2.335 -1.844 1.275
H 1.246 4.026 0.967
H 0.007 2.485 2.683
```

E_LUMO, eV: 0.47
Energy above the lowest of the compared OMol25 structures with the same formula, charge and spin, kcal/mol: 0.00

***

# CHFIPS

2 unconnected molecules or ions with the total composition CHFIPS (ωB97M-V/def2-TZVPD, OMol25).

Geometry as XYZ:
```
6
Properties=species:S:1:pos:R:3
I 1.743 -1.372 -2.017
S -1.235 -0.298 1.112
P -0.358 -2.636 -1.884
F 0.860 1.108 1.229
C -0.427 1.132 0.996
H -0.583 2.065 0.563
```

E_LUMO (spin up / spin down), eV: -1.72 / -1.74
Energy above the lowest of the compared OMol25 structures with the same formula, charge and spin, kcal/mol: 70.33

***

# C5H17N2O

2 unconnected molecules or ions with the total composition C5H17N2O (ωB97M-V/def2-TZVPD, OMol25).

Geometry as XYZ:
```
25
Properties=species:S:1:pos:R:3
O 1.888 1.492 1.065
N -0.648 0.378 1.525
N 0.121 -1.269 -0.622
C 0.643 -0.546 -1.819
C -1.298 -1.009 -0.462
C 1.966 -1.053 -2.418
C -1.623 0.281 0.374
C -1.138 1.292 2.598
H -0.628 2.247 2.635
H 0.309 -2.260 -0.706
H -1.200 0.758 3.547
H 2.246 2.199 0.508
H -2.200 1.510 2.453
H -2.620 0.153 0.785
H -1.714 -1.833 0.113
H 1.773 -1.841 -3.145
H -1.584 1.193 -0.216
H 2.704 -1.132 -1.634
H 0.303 0.698 1.242
H -0.120 -0.562 -2.605
H 0.838 0.453 -1.453
H 2.181 -0.268 -3.158
H 2.147 0.584 0.930
H -1.786 -0.906 -1.435
H -0.561 -0.562 1.898
```

E_LUMO, eV: -2.80
Energy above the lowest of the compared OMol25 structures with the same formula, charge and spin, kcal/mol: 30.06
Total charge: +1

***

# C4H6S2

C4H6S2 in the gas phase (ωB97M-V/def2-TZVPD, OMol25).

Geometry as XYZ:
```
12
Properties=species:S:1:pos:R:3
S 0.481 0.911 -1.419
S 0.276 -0.274 1.657
C -1.054 -0.285 0.410
C -1.680 -1.247 -0.458
C -0.289 -0.729 -0.871
C 1.279 0.852 0.227
H -1.723 -2.396 -0.070
H -2.705 -0.969 -0.628
H -1.384 0.720 0.385
H 0.541 -1.569 -0.666
H 1.285 1.949 0.805
H 2.336 0.511 0.518
```

E_LUMO, eV: 0.42
Energy above the lowest of the compared OMol25 structures with the same formula, charge and spin, kcal/mol: 95.71
SMILES string: C1S[C@@H]2C[C@H]2S1

***

# C4H10N2O2

A molecular structure, C4H10N2O2 (ωB97M-V/def2-TZVPD, OMol25).

Geometry as XYZ:
```
18
Properties=species:S:1:pos:R:3
O 0.267 -0.585 1.759
O -1.371 -0.464 -0.358
N 1.760 0.028 -1.566
N 0.537 -2.175 0.104
C 1.456 1.718 0.118
C 0.322 -0.938 0.619
C -2.414 0.309 0.220
C 1.141 0.399 -0.527
H -2.508 1.250 -0.329
H -0.420 0.197 -0.451
H 1.412 -0.869 -1.914
H 0.585 2.377 0.085
H -2.174 0.570 1.257
H 0.710 -2.905 0.779
H 0.051 -2.430 -0.740
H -3.346 -0.254 0.159
H 2.288 2.211 -0.383
H 1.706 1.562 1.169
```

E_LUMO, eV: 0.68
Energy above the lowest of the compared OMol25 structures with the same formula, charge and spin, kcal/mol: 109.67

***

# C4H6O2

C4H6O2 in the gas phase (ωB97M-V/def2-TZVPD, OMol25).

Geometry as XYZ:
```
12
Properties=species:S:1:pos:R:3
O 0.431 1.823 -0.543
O 0.858 -2.077 -1.047
C -0.999 -0.185 -0.291
C 1.212 -1.386 -0.119
C -0.237 0.973 0.339
C 0.214 -0.459 0.532
H -0.030 -0.750 1.555
H 2.232 -1.541 0.290
H -0.019 2.678 -0.515
H -0.781 -0.189 -1.356
H -1.921 -0.713 -0.056
H -0.500 1.482 1.273
```

E_LUMO, eV: 0.70
Energy above the lowest of the compared OMol25 structures with the same formula, charge and spin, kcal/mol: 54.45
SMILES string: O=C[C@@H]1C[C@@H]1O

***

# CH7N4

2 unconnected molecules or ions with the total composition CH7N4 (ωB97M-V/def2-TZVPD, OMol25).

Geometry as XYZ:
```
12
Properties=species:S:1:pos:R:3
N -2.046 1.064 -1.056
N 1.934 -1.439 1.449
N 0.636 -0.081 -0.102
N 0.209 0.090 -1.182
C 0.856 -0.671 1.003
H -0.039 -0.529 1.564
H -2.488 1.183 -0.174
H 0.142 0.863 -1.815
H 2.819 -1.184 1.013
H -1.803 1.980 -1.421
H -2.239 0.393 -1.701
H 2.018 -1.669 2.421
```

E_LUMO, eV: -4.98
Energy above the lowest of the compared OMol25 structures with the same formula, charge and spin, kcal/mol: 46.58
Total charge: +1

***

# C36H22Co2O8

A molecular structure, C36H22Co2O8 (ωB97M-V/def2-TZVPD, OMol25).

Geometry as XYZ:
```
68
Properties=species:S:1:pos:R:3
Co 2.720 1.340 8.315
Co 0.133 1.933 8.378
O 5.228 2.818 8.167
O 3.894 -1.055 9.503
O 2.529 0.796 5.450
O -0.680 0.746 5.796
O 0.149 -2.186 0.105
O 0.849 1.470 2.255
O 0.148 -0.635 9.827
O -2.478 2.924 9.350
C 3.064 -0.304 2.240
C -3.161 -1.845 1.397
C -4.251 -2.721 1.500
C 2.064 -0.294 1.262
C 0.360 4.719 2.946
C 4.535 -1.502 0.741
C 1.704 5.319 4.855
C -2.958 2.735 1.396
C -0.646 -1.536 0.801
C 1.484 5.359 3.489
C 2.571 0.985 6.595
C -1.853 -2.328 1.294
C -0.352 4.051 5.168
C -3.745 2.515 0.256
C 0.245 0.355 9.239
C 0.774 0.426 1.589
C 4.238 2.224 8.241
C 0.821 4.622 5.715
C -1.896 1.877 1.671
C -1.467 2.533 8.954
C 4.302 -0.893 1.982
C 3.376 -0.118 9.065
C -1.644 -3.708 1.493
C 1.546 2.808 8.977
C 0.899 3.469 7.911
C 2.342 -0.808 -0.008
C -1.591 0.794 0.813
C 3.545 -1.478 -0.250
C -2.715 -4.582 1.674
C -3.461 1.453 -0.612
C -4.033 -4.095 1.635
C -2.372 0.617 -0.361
C -0.319 1.281 6.760
C -0.498 -0.112 1.100
C 1.217 4.500 7.093
C -0.589 4.148 3.797
H -3.161 3.579 2.062
H 5.489 -1.991 0.545
H -1.072 3.561 5.828
H 1.982 5.215 7.440
H -2.519 -5.646 1.829
H -4.879 -4.780 1.717
H 5.071 -0.870 2.757
H 2.189 5.888 2.848
H -4.081 1.265 -1.492
H -2.099 -0.193 -1.050
H -1.269 1.975 2.554
H 1.820 3.290 9.918
H -5.268 -2.319 1.468
H 2.865 0.168 3.203
H 2.579 5.783 5.318
H -4.590 3.172 0.052
H -3.349 -0.776 1.367
H -1.526 3.770 3.390
H 0.222 4.685 1.867
H 3.695 -1.973 -1.213
H 1.628 -0.669 -0.818
H -0.624 -4.095 1.468
```

E_LUMO, eV: 4.50
Energy above the lowest of the compared OMol25 structures with the same formula, charge and spin, kcal/mol: 4.69
Total charge: -2

***

# C4H6N2

C4H6N2 in the gas phase (ωB97M-V/def2-TZVPD, OMol25).

Geometry as XYZ:
```
12
Properties=species:S:1:pos:R:3
N -0.172 -1.445 0.835
N -0.115 0.840 0.696
C 0.026 1.017 -1.750
C -0.016 -0.232 1.643
C -0.036 0.279 -0.458
C -0.009 -1.239 -0.449
H 1.061 1.027 -2.117
H -0.188 -2.370 1.245
H -0.322 2.046 -1.645
H -0.571 0.480 -2.492
H -0.681 -0.164 2.502
H 1.024 -0.239 1.990
```

E_LUMO, eV: 0.48
Energy above the lowest of the compared OMol25 structures with the same formula, charge and spin, kcal/mol: 52.67